14
Properties=species:S:1:pos:R:3:forces:R:3 method="wB97M-V/def2-TZVPD" homo_lumo_gap_ev=8.53 smiles="C[C@H](C=S)CS" homo_energy_ev=-8.90 total_energy_ha=-953.528965
C -0.1336 1.5375 -0.2701 -0.9 -1.5 0.6
C 0.2251 0.1872 0.5238 -2.1 1.2 -1.7
C 1.6348 0.0526 0.1668 1.7 -0.9 1.8
S 2.5551 -1.2521 -0.0883 -0.5 0.3 -0.4
C -0.5978 -0.9111 -0.0993 1.7 -3.1 0.3
S -2.3701 -0.9736 0.0170 -0.8 0.5 0.2
H 0.3039 1.3820 -1.2710 -0.5 0.3 0.2
H -1.2445 1.6754 -0.3150 1.0 0.1 -0.1
H 0.3602 2.3695 0.1856 0.1 0.7 0.3
H 0.0819 0.2062 1.6213 0.1 0.4 -0.5
H 2.1226 0.9916 0.3755 0.6 0.4 -0.4
H -0.2599 -1.8903 0.3704 -0.2 1.2 -0.4
H -0.2712 -1.0670 -1.1369 -0.2 0.4 0.1
H -2.4064 -2.3080 -0.0800 -0.2 0.1 0.0

---

40
Properties=species:S:1:pos:R:3:forces:R:3 method="wB97M-V/def2-TZVPD" homo_lumo_gap_ev=6.03 homo_energy_ev=-3.63 charge=-1 total_energy_ha=-2181.560558
C -0.5284 1.0023 -2.3054 0.5 0.6 -0.5
C -1.2873 -0.2921 -2.3191 -0.9 -1.6 -0.9
C -2.3023 -0.4656 -1.2311 -0.8 0.8 -1.2
C -3.0571 -1.7332 -1.0204 -0.7 -0.4 -0.2
C -4.4289 -1.6135 -1.7350 0.4 -0.2 0.2
C -5.2100 -0.6032 -0.9121 0.4 0.8 -0.1
O -4.4394 0.6382 -0.6538 -0.8 -1.1 -0.1
C -3.1624 0.7538 -1.1087 2.0 0.4 -0.6
O -2.7814 1.8891 -1.4254 -1.3 -0.9 0.9
O -1.0306 -1.1626 -3.1909 -0.4 1.2 1.8
H -0.8408 1.5950 -3.1981 0.3 -0.5 0.5
H -0.7660 1.6480 -1.4403 0.5 -0.7 -0.6
H 0.5472 0.7435 -2.3816 -0.6 0.3 -0.1
H -2.4719 -2.6199 -1.3138 -0.4 0.4 0.0
H -3.2827 -1.7905 0.0727 0.1 -0.4 -0.6
H -4.3090 -1.2817 -2.7835 0.1 -0.1 0.5
H -4.9544 -2.5762 -1.7529 -0.2 0.2 0.1
H -6.1236 -0.2603 -1.4222 0.2 -0.1 0.3
H -5.4599 -1.0198 0.0769 0.0 0.1 -0.3
F -0.5514 -3.2244 -0.1609 1.1 0.8 0.0
C 0.3556 -2.2128 0.0268 -0.4 0.0 -0.3
F 1.0592 -2.5104 1.1466 -0.1 -0.4 -1.0
F 1.2122 -2.1606 -1.0330 -0.8 -0.5 1.2
S -0.5066 -0.6158 0.2944 1.0 1.8 -0.2
N 1.0937 0.1183 0.9098 1.0 0.5 0.9
C 1.5305 0.0109 2.2248 -0.3 -0.7 0.0
O 0.9223 -0.4987 3.1572 0.7 0.5 -1.0
C 2.9118 0.5833 2.3087 0.5 0.2 1.0
C 3.2168 1.4219 1.2651 0.9 0.1 0.0
C 4.3851 2.1789 1.2449 0.1 -0.1 0.4
C 5.2762 2.0433 2.3237 -0.7 -0.1 -0.2
C 5.0226 1.1253 3.3596 -0.1 0.2 -0.5
C 3.8390 0.3953 3.3441 -0.3 -0.1 -0.2
S 2.0448 1.2614 -0.0325 -1.0 -1.3 0.3
O 2.6486 0.5847 -1.1607 -0.4 0.7 0.9
O 1.3217 2.4914 -0.2103 0.4 -0.5 0.0
H 4.5693 2.8628 0.4188 0.1 -0.1 0.2
H 6.1593 2.6626 2.3654 0.1 0.0 -0.1
H 5.7596 0.9866 4.1579 -0.4 0.1 -0.3
H 3.6183 -0.3554 4.0941 -0.1 0.2 0.1

---

14
Properties=species:S:1:pos:R:3:forces:R:3 method="wB97M-V/def2-TZVPD" homo_lumo_gap_ev=8.30 homo_energy_ev=-7.45 total_energy_ha=-233.195201
C -0.2357 0.9639 -0.4002 1.3 -2.6 -0.7
C -0.2681 -1.0746 -0.1995 2.2 2.6 0.4
C -1.1869 1.5152 0.2886 -0.4 0.7 -1.0
C -1.4310 -1.5708 -0.0974 -2.0 -2.9 1.0
C 0.7902 -0.1394 -0.5688 -1.9 -1.0 -3.2
C 1.9637 0.1759 0.3028 0.3 -0.9 -0.5
H -1.2196 2.5910 0.1386 -0.4 0.1 0.5
H -2.0252 1.0153 0.7544 -0.2 -0.2 0.2
H -1.5607 -2.6574 0.1884 0.4 1.0 -0.5
H -2.4082 -1.1205 -0.1681 -0.2 0.8 -0.1
H 0.9473 -0.5397 -1.6899 0.2 1.7 2.2
H 2.7302 0.7197 -0.2211 0.3 0.1 -0.5
H 2.3833 -0.7497 0.7039 -0.1 0.3 0.4
H 1.5206 0.8711 0.9683 0.3 0.2 1.6

---

14
Properties=species:S:1:pos:R:3:forces:R:3 method="wB97M-V/def2-TZVPD" homo_lumo_gap_ev=10.75 smiles="CC(=O)[C@@H](C)C#N" homo_energy_ev=-10.18 total_energy_ha=-324.692286
C 1.9776 0.0483 -0.3712 0.0 0.0 -0.1
C 0.7208 -0.1815 0.4527 0.1 -0.5 0.3
O 0.7262 -0.3637 1.6439 0.0 -0.1 -0.7
C -0.6470 -0.0410 -0.3263 0.2 0.0 0.2
C -1.8538 -0.6947 0.3607 0.1 0.0 0.1
C -0.5954 1.4254 -0.2582 0.2 1.2 0.2
N -0.2260 2.4997 -0.0302 -0.8 -0.8 -0.5
H 2.5625 -0.8787 -0.3612 -0.1 0.1 0.0
H 2.6066 0.8395 0.0533 -0.3 -0.2 0.1
H 1.7383 0.3206 -1.4030 0.1 -0.1 0.2
H -0.5528 -0.3691 -1.3726 0.1 0.2 0.3
H -1.7359 -0.6086 1.4433 -0.1 0.0 -0.1
H -2.8082 -0.2389 0.0709 0.3 0.0 0.0
H -1.9130 -1.7573 0.0980 0.2 0.2 0.1

---

108
Properties=species:S:1:pos:R:3:forces:R:3 method="wB97M-V/def2-TZVPD" s2=0.7545 homo_lumo_gap_ev="9.36 / 2.52" homo_energy_ev="-11.58 / -11.58" charge=+1 spin_multiplicity=2 total_energy_ha=-1897.126792
C -1.5806 2.6959 -0.9199 0.6 0.6 -0.3
C -0.4778 3.8044 -0.9066 -1.3 0.8 0.0
C -0.5876 4.7762 0.2977 -0.2 -0.3 -0.3
O 0.7705 3.2014 -0.9309 1.4 -0.7 0.4
H -2.5890 3.0968 -0.8173 0.1 -0.1 0.1
H -1.3870 1.9351 -0.1636 -0.1 0.4 0.6
H -1.4972 2.1092 -1.8347 -0.1 0.3 -0.4
H -0.4527 4.3929 -1.8237 -0.8 0.1 -0.1
H -0.6960 4.1857 1.2074 -0.7 0.0 0.1
H -1.3924 5.4880 0.1145 -0.4 -0.4 0.4
H 0.2601 5.4242 0.5205 0.5 -0.2 -0.7
H 0.9887 3.1180 0.0003 0.7 -0.6 0.4
C -4.4520 0.4536 3.0679 -0.8 -1.4 0.6
C -3.8362 0.9042 1.7917 0.1 -0.1 -0.3
C -4.8177 0.8773 0.6345 0.0 -0.3 -0.5
O -3.4622 2.2296 2.0055 0.5 1.5 -0.6
H -5.3619 1.0141 3.2824 0.2 0.2 0.1
H -3.7481 0.4893 3.8994 0.0 0.4 0.0
H -4.7474 -0.5948 3.0279 -0.1 -0.2 -0.2
H -2.9642 0.2806 1.5945 0.3 -0.1 -0.3
H -5.2210 -0.1257 0.4950 -0.7 0.1 0.6
H -4.4673 1.0490 -0.3833 0.9 0.5 0.2
H -5.5392 1.6753 0.8096 -0.5 -0.4 0.1
H -2.6049 2.2824 2.4341 0.3 0.0 0.1
C 4.2747 0.7788 -1.7706 -0.4 -0.1 0.0
C 4.7625 1.9760 -0.9333 -0.4 -0.5 -2.4
O 4.4720 1.7890 0.4019 -0.1 -0.3 1.6
H 4.7173 -0.1703 -1.4684 0.6 0.1 0.1
H 4.4337 0.9181 -2.8399 0.2 0.1 0.0
H 3.2096 0.5784 -1.6541 -0.2 0.5 0.1
H 4.2583 2.8799 -1.2751 0.2 0.1 0.0
H 5.8419 2.0488 -1.0667 0.1 0.4 -0.1
H 5.1150 1.1141 0.6315 -0.2 -0.2 0.9
C -2.7049 -2.7382 1.1509 0.5 0.3 -0.1
C -3.5297 -3.8954 1.7300 0.9 0.8 0.1
O -4.4291 -4.4321 0.8025 -0.4 0.0 -0.3
H -2.0555 -2.2493 1.8771 -0.2 0.0 0.5
H -3.2629 -1.9494 0.6463 -0.5 -0.1 0.3
H -1.9712 -3.0288 0.3990 0.0 -0.7 -0.3
H -4.0721 -3.5240 2.5994 -0.2 -0.2 -0.1
H -2.8564 -4.6858 2.0619 0.2 0.0 0.3
H -3.9019 -4.6184 0.0222 -0.2 -0.2 -0.3
C -3.9449 -1.3560 -3.3502 0.1 1.4 -0.3
C -2.5308 -0.7264 -3.2010 -0.5 -2.3 -0.3
O -1.8491 -0.9767 -4.4224 -0.4 0.4 -0.1
H -4.4967 -0.6956 -4.0191 -0.3 0.1 0.1
H -4.4744 -1.4033 -2.3986 0.0 0.0 0.0
H -4.0119 -2.3136 -3.8665 0.7 -0.2 0.3
H -1.9938 -1.2857 -2.4349 0.1 0.0 0.5
H -2.5368 0.3134 -2.8742 -0.2 0.2 -0.3
H -0.9050 -0.9599 -4.2495 0.5 0.3 0.0
C 0.5548 -5.5960 -3.2484 -0.8 0.5 -0.2
C 0.3461 -4.5757 -2.1153 1.6 -2.8 -0.5
O -0.3676 -5.2195 -1.0950 -0.3 0.5 -2.5
H 1.1127 -5.1316 -4.0615 -0.3 0.2 -0.1
H -0.4427 -5.8968 -3.5686 0.2 -0.2 -0.4
H 1.1338 -6.4697 -2.9491 -0.2 0.1 0.4
H -0.0712 -3.6296 -2.4599 -0.8 0.6 0.0
H 1.3308 -4.3107 -1.7304 0.1 0.6 0.7
H -0.0199 -4.8099 -0.2994 0.7 0.9 3.2
C 3.3049 4.1191 3.1601 0.4 0.7 0.7
C 2.1674 4.0895 2.1865 0.8 0.0 -0.8
O 1.9007 2.7606 1.7617 -1.3 -0.5 0.2
H 3.0146 3.6621 4.1061 0.0 0.0 0.1
H 3.5713 5.1597 3.3450 -0.1 0.1 0.3
H 4.2499 3.6791 2.8415 -0.3 -0.3 -0.4
H 2.3907 4.6364 1.2704 0.2 0.5 0.1
H 1.2593 4.5226 2.6059 0.0 -0.3 0.1
H 2.6742 2.3762 1.3427 0.6 0.0 -0.1
C 0.3120 -0.6506 -0.7144 -0.1 0.6 1.8
C 0.2575 -0.3616 0.7882 0.9 -1.0 1.3
O 0.9253 -1.4646 1.5255 -0.7 -0.2 -1.6
H 1.3579 -0.5921 -1.0159 -0.3 -0.2 -0.4
H -0.3106 0.0962 -1.2070 0.2 -0.2 -0.3
H -0.1204 -1.6454 -0.8209 0.1 -0.1 -0.5
H -0.7438 -0.2952 1.2135 -0.2 0.1 -0.4
H 0.7934 0.5228 1.1328 -0.1 0.4 -0.6
H 1.3805 -1.1072 2.2914 -0.3 0.0 0.5
C 3.0778 0.0766 3.3409 0.4 1.1 0.0
O 2.0017 -0.7219 3.8032 0.5 -0.3 0.1
H 3.9944 0.0053 3.9265 -0.1 -0.3 0.2
H 3.3246 -0.1622 2.3065 -0.2 -0.4 0.0
H 2.7817 1.1255 3.3301 0.0 0.1 0.1
H 1.7947 -0.4813 4.7092 -0.1 0.0 0.0
C -0.6155 1.4071 4.2594 -0.7 -0.6 0.4
O -0.5597 2.2046 3.1054 -0.3 0.2 0.0
H -1.6646 1.2924 4.5319 -0.1 0.2 0.0
H -0.2774 0.3841 4.0946 0.3 -0.1 -0.2
H -0.1202 1.8071 5.1441 0.3 0.3 -0.1
H 0.3491 2.4129 2.8767 0.3 -0.2 -0.2
C 1.9881 -1.6052 -4.1089 0.1 -0.2 -0.8
O 0.9475 -0.7740 -3.6746 0.0 -0.8 0.5
H 1.6304 -2.6349 -4.1062 -0.1 -0.1 -0.3
H 2.2684 -1.2826 -5.1116 0.1 -0.5 -0.3
H 2.9160 -1.6182 -3.5370 -0.1 0.4 0.6
H 1.2973 0.1195 -3.6453 -0.3 1.1 0.3
C 1.3634 2.8390 -4.3473 0.0 -1.1 0.6
O 1.2987 1.8745 -3.2646 0.5 0.0 -1.1
H 0.4995 3.4993 -4.2710 0.1 0.1 -0.4
H 2.3053 3.3866 -4.3798 0.0 0.2 0.4
H 1.3686 2.2178 -5.2429 -0.4 0.3 -0.2
H 1.2120 2.3080 -2.4124 -0.1 0.4 0.5
C 1.7377 -4.8884 1.8813 1.1 -0.9 -0.2
O 0.7064 -4.2937 1.1833 -1.9 0.4 -1.3
H 1.4784 -5.1333 2.9113 0.0 0.1 0.0
H 1.9159 -5.8016 1.3136 0.6 -0.2 0.5
H 2.6034 -4.2284 1.8247 0.3 -0.3 0.3
H 0.7206 -3.3527 1.3728 -0.3 1.1 0.0

---

23
Properties=species:S:1:pos:R:3:forces:R:3 method="wB97M-V/def2-TZVPD" s2=2.0057 homo_lumo_gap_ev="5.53 / 5.91" homo_energy_ev="-9.44 / -12.72" charge=+1 spin_multiplicity=3 total_energy_ha=-1899.360928
C 2.8520 -0.1997 0.2425 -4.3 -1.2 -0.2
C 2.0179 1.0579 0.3190 -0.4 -1.5 -0.1
O -2.5522 -1.9175 1.5925 1.5 1.1 -2.6
O -3.3516 1.8664 0.1523 -0.5 -2.1 -2.0
O -1.8217 2.5656 -1.5381 -0.3 -0.5 -2.1
O -0.5985 -1.5129 -2.1362 -1.2 0.4 2.5
O -0.1282 0.2412 1.7897 -2.8 -1.6 1.5
O 0.7522 0.9115 -0.3495 -0.9 -0.6 -1.1
P -3.0047 -1.6713 -0.0670 0.0 -1.8 0.6
P -1.8285 2.2958 -0.0208 -0.5 1.9 2.6
P -0.8157 -1.8986 -0.4469 0.8 -1.6 -2.8
P -0.5588 0.2955 0.2403 0.7 0.6 0.4
H 2.8288 -0.6785 -0.7343 0.5 0.5 -0.2
H 3.7310 0.0627 0.6358 4.0 0.7 0.9
H 2.4466 -0.9513 0.9323 -0.1 0.1 0.0
H 2.4700 1.8222 -0.2074 1.0 1.7 -1.0
H 1.7725 1.3714 1.2975 0.3 0.3 1.2
H -3.2975 -2.1805 2.0671 -2.0 -0.7 1.6
H -3.6643 1.2854 -0.6655 0.5 1.5 2.2
H -1.2539 3.1451 -2.0307 0.7 0.4 -0.2
H -0.0112 -2.0758 -2.6404 0.3 -0.4 0.2
H -0.7921 -0.2921 2.4098 1.9 1.4 -1.9
H -3.4328 -3.1018 -0.3991 0.7 1.6 0.3